(a)
14
Properties=species:S:1:pos:R:3 method="wB97M-V/def2-TZVPD" charge=+1 e_lumo_ha="-0.155 / -0.333" homo_energy_ev="-13.604 / -16.720" multiplicity=3 orbital_gap_ev="9.3838 / 7.6466" s2=2.032
C 2.100 -0.762 0.163
C 1.115 1.170 -0.075
C 0.735 -1.199 0.157
C -0.056 -0.156 -0.313
C -1.488 -0.034 0.055
N 2.269 0.526 -0.124
H 2.937 -1.397 0.321
H 1.057 2.036 -0.745
H 0.684 1.518 0.940
H 0.278 -1.990 0.528
H 0.242 -0.080 -1.453
H -1.718 -0.938 0.794
H -2.112 -0.086 -0.765
H -1.674 0.918 0.605

(b)
14
Properties=species:S:1:pos:R:3 method="wB97M-V/def2-TZVPD" charge=+1 e_lumo_ha="-0.108 / -0.312" homo_energy_ev="-11.117 / -17.060" multiplicity=3 orbital_gap_ev="8.1807 / 8.5711" s2=2.007
C 2.133 0.237 0.613
C -0.539 -1.019 -1.012
C -0.046 -1.200 0.318
C -0.328 0.163 -0.150
C -1.353 1.234 0.128
N 0.988 -0.070 0.238
H 2.608 1.130 0.255
H 2.818 -0.556 1.020
H 0.155 -1.195 -1.865
H -1.578 -1.259 -1.151
H -0.258 -1.932 1.091
H -1.088 1.489 1.127
H -2.471 0.910 -0.039
H -1.042 2.068 -0.573

(c)
14
Properties=species:S:1:pos:R:3 method="wB97M-V/def2-TZVPD" charge=+1 e_lumo_ha="-0.162 / -0.336" homo_energy_ev="-10.649 / -15.262" multiplicity=3 orbital_gap_ev="6.2364 / 6.1293" s2=2.009
C 1.957 0.332 0.547
C 1.863 -0.392 -0.504
C 0.823 0.631 -0.514
C -0.688 0.329 -0.134
C -0.743 -1.136 0.391
N -1.879 0.986 -0.161
H 2.587 0.490 1.374
H 2.094 -1.113 -1.181
H 0.984 1.613 -0.995
H -1.816 -1.441 0.308
H -0.434 -1.139 1.376
H 0.007 -1.694 -0.191
H -2.787 0.607 0.088
H -1.967 1.927 -0.403

(d)
14
Properties=species:S:1:pos:R:3 method="wB97M-V/def2-TZVPD" charge=+1 e_lumo_ha="-0.193 / -0.206" homo_energy_ev="-11.811 / -15.860" multiplicity=3 orbital_gap_ev="6.5513 / 10.2633" s2=2.006
C -2.467 -0.960 0.107
C 0.301 0.978 0.036
C -1.191 1.103 -0.232
C 0.803 -0.443 -0.012
C 2.305 -0.548 -0.073
N -2.003 0.180 -0.101
H -2.722 -1.370 1.091
H -2.790 -1.711 -0.581
H 0.855 1.803 -0.431
H 0.430 1.002 1.252
H -1.464 2.067 -0.613
H 2.888 0.341 -0.138
H 2.590 -1.211 -1.051
H 2.465 -1.232 0.747

Which of them is the most stable? Correct choice: (a).

(a)
14
Properties=species:S:1:pos:R:3 method="wB97M-V/def2-TZVPD" charge=+1 e_lumo_ha="-0.143 / -0.242" homo_energy_ev="-9.202 / -13.792" multiplicity=3 orbital_gap_ev="5.3047 / 7.2145" s2=2.011
C 0.690 -0.407 1.463
C 1.318 -1.172 2.305
C -1.484 1.026 0.195
C -0.120 0.354 0.794
C -0.684 0.016 -0.602
N -0.009 0.403 -1.910
H 2.337 -0.925 2.555
H 0.867 -2.099 2.651
H -2.442 0.641 0.516
H -1.652 2.341 0.239
H -1.242 -0.880 -0.674
H -0.055 1.487 -2.136
H -0.271 -0.330 -2.599
H 1.102 0.292 -1.697

(b)
14
Properties=species:S:1:pos:R:3 method="wB97M-V/def2-TZVPD" charge=+1 e_lumo_ha="-0.199 / -0.278" homo_energy_ev="-12.366 / -15.143" multiplicity=3 orbital_gap_ev="6.9480 / 7.5813" s2=2.026
C -0.270 -0.378 1.584
C 0.457 -0.538 0.593
C 1.983 -1.308 -1.071
C -1.102 -0.002 2.637
C -0.637 1.334 -1.752
N 1.378 -0.608 -0.255
H 2.946 -1.042 -1.348
H 1.510 -2.241 -1.595
H -1.789 -0.799 2.859
H -0.506 0.255 3.419
H -1.745 1.018 2.419
H -0.281 0.980 -2.706
H -1.401 0.759 -1.143
H -0.323 2.299 -1.310

Which of them is the most stable? Correct choice: (b).

(a)
16
Properties=species:S:1:pos:R:3 method="wB97M-V/def2-TZVPD" charge=-1 e_lumo_ha="0.162 / 0.167" homo_energy_ev="1.579 / -7.203" multiplicity=2 orbital_gap_ev="2.8184 / 11.7401" s2=0.750
C 1.715 1.404 -1.246
C 0.938 0.040 -1.315
H 1.890 1.623 -2.301
H 1.018 2.082 -0.758
H 2.652 1.400 -0.704
H 0.720 -0.267 -2.341
H 1.494 -0.820 -0.907
H 0.025 0.170 -0.754
C -1.376 -0.006 1.646
C -1.240 -1.339 0.907
H -1.428 -0.284 2.717
H -0.637 0.787 1.614
H -2.384 0.369 1.428
H -2.173 -1.864 0.786
H -0.484 -2.042 1.291
H -0.731 -1.253 -0.062

(b)
16
Properties=species:S:1:pos:R:3 method="wB97M-V/def2-TZVPD" charge=-1 e_lumo_ha="0.160 / 0.167" homo_energy_ev="1.567 / -7.941" multiplicity=2 orbital_gap_ev="2.7963 / 12.4719" s2=0.750
C 1.330 1.960 -1.442
C -0.145 2.185 -1.055
H 1.499 1.921 -2.517
H 1.934 2.784 -1.050
H 1.710 1.033 -1.006
H -0.836 1.743 -1.763
H -0.376 3.254 -0.990
H -0.387 1.669 -0.125
C 0.052 -1.916 0.799
C -1.198 -2.182 1.695
H 0.894 -2.415 1.268
H -0.288 -2.357 -0.144
H 0.271 -0.856 0.663
H -1.094 -3.099 2.282
H -1.597 -1.394 2.334
H -2.060 -2.438 1.059

(c)
16
Properties=species:S:1:pos:R:3 method="wB97M-V/def2-TZVPD" charge=-1 e_lumo_ha="0.164 / 0.164" homo_energy_ev="1.590 / -7.683" multiplicity=2 orbital_gap_ev="2.8822 / 12.1558" s2=0.750
C -1.648 1.646 -0.331
C -2.091 0.134 -0.360
H -2.529 2.258 -0.543
H -1.242 1.881 0.628
H -0.936 1.837 -1.132
H -1.606 -0.378 -1.185
H -3.174 0.019 -0.405
H -1.758 -0.212 0.619
C 1.770 -0.610 1.047
C 2.009 -1.177 -0.362
H 2.340 0.296 1.219
H 0.732 -0.384 1.302
H 2.000 -1.422 1.733
H 2.418 -2.174 -0.268
H 2.620 -0.538 -1.002
H 1.094 -1.178 -0.961

Which of them is the most stable? Correct choice: (b).

(a)
16
Properties=species:S:1:pos:R:3 method="wB97M-V/def2-TZVPD" charge=-1 e_lumo_ha="0.159 / 0.162" homo_energy_ev="1.424 / -7.416" multiplicity=2 orbital_gap_ev="2.9048 / 11.8242" s2=0.750
C -1.899 1.847 -0.149
C -1.746 0.965 -1.332
H -2.954 1.777 0.371
H -1.421 1.363 0.730
H -1.681 2.900 -0.260
H -2.382 1.319 -2.150
H -0.748 0.794 -1.493
H -2.010 -0.007 -0.856
C 1.970 -1.965 0.196
C 1.681 -0.870 1.208
H 1.075 -2.026 -0.366
H 2.663 -1.546 -0.555
H 2.506 -2.778 0.791
H 2.679 -0.411 1.646
H 0.979 -1.241 2.044
H 1.260 -0.006 0.556

(b)
16
Properties=species:S:1:pos:R:3 method="wB97M-V/def2-TZVPD" charge=-1 e_lumo_ha="0.157 / 0.168" homo_energy_ev="1.538 / -7.094" multiplicity=2 orbital_gap_ev="2.7369 / 11.6607" s2=0.750
C -0.749 -1.288 2.297
C -1.268 -0.250 1.416
H -1.558 -2.106 2.234
H 0.326 -1.739 2.186
H -0.747 -0.966 3.359
H -0.294 0.255 1.167
H -1.975 0.477 1.854
H -1.648 -0.526 0.442
C 0.534 0.890 -1.265
C 1.428 0.664 -2.439
H 1.038 1.160 -0.370
H -0.205 1.619 -1.486
H -0.102 0.007 -1.091
H 1.117 1.283 -3.346
H 1.567 -0.364 -2.664
H 2.534 0.884 -2.293

Which of them is the most stable? Correct choice: (b).

(a)
16
Properties=species:S:1:pos:R:3 method="wB97M-V/def2-TZVPD" charge=-1 e_lumo_ha="0.159 / 0.167" homo_energy_ev="1.568 / -7.665" multiplicity=2 orbital_gap_ev="2.7506 / 12.2100" s2=0.750
C 1.263 -1.050 1.336
C 1.565 0.392 0.927
H 1.385 -1.902 0.662
H 1.763 -1.349 2.258
H 0.176 -1.005 1.476
H 2.566 0.820 1.003
H 1.308 0.658 -0.104
H 0.903 1.035 1.521
C -1.104 0.153 -1.833
C -1.710 0.498 -0.432
H -1.895 0.243 -2.576
H -0.237 0.805 -1.920
H -0.804 -0.886 -1.993
H -1.737 -0.374 0.221
H -1.118 1.183 0.166
H -2.699 0.875 -0.684

(b)
16
Properties=species:S:1:pos:R:3 method="wB97M-V/def2-TZVPD" charge=-1 e_lumo_ha="0.157 / 0.166" homo_energy_ev="1.548 / -7.384" multiplicity=2 orbital_gap_ev="2.7343 / 11.9085" s2=0.750
C -0.971 1.692 1.066
C 0.382 1.411 1.887
H -1.787 2.174 1.722
H -0.780 2.251 0.095
H -1.568 0.752 0.846
H 0.136 0.979 2.841
H 1.111 0.758 1.523
H 0.762 2.411 1.810
C 0.589 -1.126 -0.838
C 0.088 -1.962 -2.078
H 1.568 -1.545 -0.508
H 0.787 -0.154 -1.241
H -0.109 -1.200 -0.092
H 0.119 -2.988 -1.851
H 0.633 -1.533 -2.891
H -0.962 -1.920 -2.291

(c)
16
Properties=species:S:1:pos:R:3 method="wB97M-V/def2-TZVPD" charge=-1 e_lumo_ha="0.161 / 0.163" homo_energy_ev="1.560 / -7.595" multiplicity=2 orbital_gap_ev="2.8343 / 12.0346" s2=0.750
C -0.550 -0.330 -2.184
C -1.212 -1.299 -1.131
H -1.483 0.089 -2.843
H 0.057 0.439 -1.730
H 0.033 -0.907 -2.811
H -1.302 -0.825 -0.148
H -2.044 -1.707 -1.416
H -0.576 -2.214 -1.040
C 0.981 1.105 2.388
C 0.808 0.539 0.914
H 0.067 1.442 2.758
H 1.354 0.322 3.138
H 1.580 2.043 2.254
H -0.145 0.851 0.468
H 0.854 -0.600 1.023
H 1.579 1.052 0.360

Which of them is the most stable? Correct choice: (a).

(a)
19
Properties=species:S:1:pos:R:3 method="wB97M-V/def2-TZVPD" charge=-1 e_lumo_ha="0.159 / 0.161" homo_energy_ev="1.542 / -7.753" multiplicity=2 orbital_gap_ev="2.7893 / 12.1342" s2=0.750
C 1.526 1.186 -1.452
C 1.407 1.336 0.107
C 0.216 1.508 -2.163
H 2.244 1.928 -1.780
H 1.857 0.168 -1.663
H 1.910 2.252 0.441
H 0.028 0.946 -3.077
H -0.654 1.255 -1.559
H 1.860 0.506 0.647
H 0.335 1.296 0.318
H 0.170 2.560 -2.456
C -1.025 -1.461 2.041
C -1.944 -2.410 1.299
H -1.518 -0.727 2.684
H -0.296 -1.936 2.696
H -0.434 -0.837 1.375
H -1.582 -3.436 1.238
H -2.149 -2.065 0.280
H -2.957 -2.434 1.717

(b)
19
Properties=species:S:1:pos:R:3 method="wB97M-V/def2-TZVPD" charge=-1 e_lumo_ha="0.150 / 0.153" homo_energy_ev="1.517 / -7.472" multiplicity=2 orbital_gap_ev="2.5624 / 11.6239" s2=0.750
C -1.144 -1.205 -1.803
C -1.638 -2.428 -0.970
C 0.083 -0.480 -1.221
H -1.023 -1.412 -2.818
H -2.012 -0.540 -1.721
H -1.770 -2.182 0.185
H -0.879 -3.067 -0.718
H 0.015 0.200 -0.305
H 0.860 -1.146 -1.129
H -2.422 -3.062 -1.550
H 0.363 0.208 -2.016
C 0.647 2.422 1.567
C 1.690 1.416 1.937
H 1.002 3.014 0.786
H -0.358 2.115 1.237
H 0.527 3.127 2.400
H 1.602 0.308 1.492
H 1.740 1.264 3.024
H 2.719 1.446 1.625

Which of them is the most stable? Correct choice: (a).

(a)
89
Properties=species:S:1:pos:R:3 method="wB97M-V/def2-TZVPD" charge=+1 e_lumo_ha="-0.150 / -0.217" homo_energy_ev="-10.435 / -10.430" multiplicity=2 orbital_gap_ev="6.3502 / 4.5317" s2=0.755
Ir 0.295 -1.177 -0.262
Se 6.671 -1.678 3.887
N 4.986 -1.277 4.282
C 4.293 -1.408 3.182
C 2.857 -1.167 3.105
C 2.049 -0.874 4.208
C 0.697 -0.718 4.014
C 0.160 -0.793 2.730
N 0.939 -1.019 1.676
C 2.260 -1.257 1.859
C 2.998 -1.673 0.685
N 2.277 -1.775 -0.448
C 2.860 -2.243 -1.548
C 4.207 -2.584 -1.571
C 4.965 -2.443 -0.429
C 4.348 -1.987 0.736
C 5.030 -1.812 2.012
N 6.312 -2.003 2.177
H 2.498 -0.801 5.190
H 0.026 -0.537 4.841
H -0.905 -0.724 2.539
H 2.235 -2.346 -2.421
H 4.637 -2.959 -2.488
H 6.018 -2.692 -0.411
O -0.580 -1.807 -2.139
S -0.218 -0.698 -3.094
O -1.278 0.444 -2.563
O 1.089 -0.222 -2.514
C -0.903 1.771 -2.580
C -1.470 2.602 -3.533
C -1.171 3.953 -3.521
C -0.312 4.470 -2.559
C 0.249 3.631 -1.613
C -0.034 2.264 -1.610
P 0.790 1.246 -0.347
C 0.369 2.119 1.193
C 1.178 3.104 1.762
C 0.742 3.806 2.877
C -0.504 3.541 3.427
C -1.322 2.578 2.855
C -0.888 1.872 1.744
C 2.563 1.532 -0.601
C 3.439 1.535 0.486
C 4.799 1.722 0.295
C 5.298 1.907 -0.986
C 4.434 1.910 -2.072
C 3.073 1.725 -1.885
H -2.151 2.176 -4.257
H -1.613 4.606 -4.261
H -0.085 5.527 -2.543
H 0.912 4.045 -0.864
H 2.144 3.341 1.337
H 1.376 4.568 3.309
H -0.840 4.092 4.296
H -2.303 2.376 3.267
H -1.535 1.135 1.292
H 3.060 1.421 1.494
H 5.465 1.737 1.149
H 6.359 2.061 -1.137
H 4.818 2.061 -3.072
H 2.408 1.724 -2.737
N -0.108 -3.091 0.233
C 0.367 -4.121 -0.123
N 0.922 -5.203 -0.364
C 0.730 -6.033 -1.379
N 0.644 -6.792 -2.243
C -7.757 -0.900 -2.086
C -6.424 -0.947 -1.390
C -5.776 -2.154 -1.163
C -4.546 -2.212 -0.519
C -3.858 -3.531 -0.290
C -3.958 -1.018 -0.100
C -4.571 0.212 -0.337
C -3.925 1.503 0.091
C -5.805 0.225 -0.972
C -2.649 -1.110 0.630
O -2.571 -1.434 1.800
O -1.639 -0.686 -0.099
H -8.171 -1.898 -2.214
H -7.664 -0.445 -3.074
H -8.473 -0.304 -1.519
H -6.239 -3.077 -1.493
H -4.427 -4.347 -0.731
H -3.738 -3.732 0.776
H -2.861 -3.532 -0.737
H -3.924 1.604 1.180
H -4.461 2.357 -0.319
H -2.892 1.559 -0.256
H -6.294 1.177 -1.149

(b)
89
Properties=species:S:1:pos:R:3 method="wB97M-V/def2-TZVPD" charge=+1 e_lumo_ha="-0.142 / -0.201" homo_energy_ev="-10.947 / -10.939" multiplicity=2 orbital_gap_ev="7.0875 / 5.4621" s2=0.754
Ir 0.344 1.358 -0.570
Se 4.596 3.333 5.380
N 4.610 1.953 4.262
C 3.631 2.139 3.418
C 3.324 1.207 2.335
C 4.066 0.063 2.058
C 3.721 -0.713 0.968
C 2.615 -0.367 0.211
N 1.865 0.691 0.517
C 2.235 1.509 1.525
C 1.491 2.740 1.678
N 0.511 2.924 0.780
C -0.282 3.981 0.874
C -0.097 4.926 1.880
C 0.926 4.765 2.789
C 1.749 3.641 2.693
C 2.850 3.338 3.599
N 3.205 4.108 4.591
H 4.920 -0.176 2.677
H 4.301 -1.580 0.688
H 2.339 -0.911 -0.677
H -1.068 4.081 0.139
H -0.760 5.777 1.928
H 1.101 5.485 3.578
O -2.297 1.593 -0.682
S -2.091 2.362 -1.886
O -2.909 3.507 -2.096
O -0.597 2.678 -1.878
C -2.196 1.265 -3.266
C -3.125 1.549 -4.250
C -3.231 0.714 -5.354
C -2.398 -0.388 -5.469
C -1.456 -0.658 -4.486
C -1.337 0.158 -3.365
P -0.080 -0.357 -2.137
C -0.797 -1.843 -1.390
C -0.062 -2.614 -0.485
C -0.643 -3.688 0.163
C -1.973 -4.006 -0.082
C -2.712 -3.244 -0.969
C -2.130 -2.164 -1.620
C 1.340 -0.799 -3.160
C 1.852 0.191 -4.001
C 2.944 -0.082 -4.805
C 3.530 -1.343 -4.778
C 3.012 -2.335 -3.960
C 1.912 -2.069 -3.152
H -3.752 2.424 -4.145
H -3.957 0.932 -6.125
H -2.474 -1.040 -6.329
H -0.803 -1.516 -4.596
H 0.961 -2.364 -0.254
H -0.066 -4.270 0.870
H -2.432 -4.839 0.433
H -3.752 -3.478 -1.151
H -2.731 -1.569 -2.295
H 1.392 1.171 -4.033
H 3.338 0.688 -5.454
H 4.383 -1.554 -5.409
H 3.452 -3.323 -3.958
H 1.492 -2.858 -2.545
N 1.880 2.072 -1.653
C 2.435 3.054 -2.010
N 2.983 4.055 -2.516
C 3.768 4.853 -1.784
N 4.452 5.566 -1.190
C -3.511 -4.267 4.453
C -2.824 -3.107 3.787
C -1.458 -2.902 3.928
C -0.826 -1.819 3.330
C 0.648 -1.596 3.541
C -1.581 -0.939 2.552
C -2.960 -1.122 2.385
C -3.794 -0.179 1.567
C -3.554 -2.203 3.017
C -0.869 0.237 1.954
O -0.435 1.162 2.604
O -0.635 0.066 0.654
H -2.800 -4.902 4.979
H -4.042 -4.882 3.723
H -4.249 -3.917 5.176
H -0.873 -3.590 4.529
H 1.133 -2.501 3.905
H 0.820 -0.800 4.268
H 1.141 -1.299 2.612
H -3.653 0.858 1.880
H -4.851 -0.420 1.665
H -3.521 -0.230 0.515
H -4.624 -2.345 2.908

Which of them is the most stable? Correct choice: (b).